1.
The following is a quantum chemistry calculation of a 4-piece molecular cluster, C4H16 overall at a distorted geometry, from the Open Molecules 2025 dataset.

Values from the calculation:
Molecular weight = 64.17 g/mol
Kohn-Sham gap = 13.52 eV
Lowest unoccupied orbital energy = 0.912 eV
HOMO energy = -12.6 eV
2S+1 = 1
Energy above the lowest of the compared OMol25 structures with the same formula, charge and spin = 0.333 eV

Each line ends with the Mulliken charge.
Atoms and positions in Å:
C -2.5598 -1.6940 -4.9269  -0.950
H -2.2424 -2.6171 -4.4603  0.229
H -1.8962 -0.8323 -4.8484  0.239
H -2.6792 -1.7079 -6.0099  0.249
H -3.4479 -1.4658 -4.3298  0.234
C 5.3801 4.0651 -0.6860  -0.913
H 4.4970 3.4870 -0.9331  0.226
H 5.8260 3.7383 0.2550  0.231
H 6.1393 4.1080 -1.4479  0.219
H 4.9780 5.0448 -0.4186  0.236
C -1.7301 -2.1715 4.7852  -0.807
H -1.5600 -3.2409 4.7654  0.233
H -1.3261 -1.8595 5.7515  0.261
H -1.2430 -1.6123 3.9850  0.088
H -2.7373 -1.7593 4.7314  0.237
C -1.1521 -0.2638 0.8015  -1.005
H -0.6879 -0.0883 1.7648  0.228
H -1.0749 -1.3292 0.5964  0.257
H -2.1019 0.1875 0.5628  0.228
H -0.3817 0.0111 0.0620  0.278



2.
The following is a quantum chemistry calculation of an isolated ion of composition C5H10N5S2 and charge +1 at a distorted geometry, from the Open Molecules 2025 dataset.

Values from the calculation:
Molecular weight = 204.30 g/mol
Kohn-Sham gap = 9.14 eV
Lowest unoccupied orbital energy = -3.242 eV
HOMO energy = -12.4 eV
2S+1 = 1
Total charge = +1
Energy above the lowest of the compared OMol25 structures with the same formula, charge and spin = 0.000 eV

Each line ends with the Mulliken charge.
Atoms and positions in Å:
C 1.6138 -0.0055 1.2337  0.399
C 0.2404 0.9825 -0.1800  0.397
C -0.9770 -1.1144 -1.0516  0.467
C -2.1182 -3.2674 -1.0028  -0.848
C -0.0593 3.6785 -0.3808  -1.051
N 0.8689 -0.9517 0.7241  -0.962
N 1.2530 1.2202 0.7009  -0.108
N 0.0336 -0.3325 -0.1370  0.580
N 2.5613 -0.1602 2.1556  -0.365
N -1.1344 -2.3213 -0.5423  -0.172
S -1.6322 -0.3527 -2.3104  -0.383
S -0.6455 2.1087 -1.1099  0.093
H -2.2059 -3.2162 -2.0870  0.321
H -1.8197 -4.2690 -0.7045  0.321
H -3.0957 -3.0440 -0.5668  0.310
H -0.1372 3.6521 0.7014  0.352
H -0.7417 4.4302 -0.7665  0.352
H 0.9474 3.9059 -0.7171  0.343
H 1.6651 2.1186 0.8967  0.225
H 2.7711 -1.0905 2.4743  0.241
H 3.1809 0.5898 2.4051  0.202
H -0.5686 -2.5611 0.2650  0.284



3.
The following is a quantum chemistry calculation of a 11-piece molecular cluster, C35H54N14O3 overall at a distorted geometry, from the Open Molecules 2025 dataset.

Values from the calculation:
Molecular weight = 718.91 g/mol
Kohn-Sham gap = 8.01 eV
Lowest unoccupied orbital energy = 0.264 eV
HOMO energy = -7.7 eV
2S+1 = 1

Each line ends with the Mulliken charge.
Atoms and positions in Å:
C -18.5472 -7.8007 7.0374  -0.564
C -18.4308 -6.7568 6.0895  -0.590
C -19.6475 -6.6437 5.4289  -0.595
N -20.4517 -7.6174 5.9430  0.354
C -19.8288 -8.2862 6.9440  -0.663
H -17.7677 -8.1957 7.6680  0.453
H -17.5680 -6.1581 5.8494  0.399
H -19.9500 -6.0951 4.5554  0.469
H -21.2726 -7.9852 5.4972  0.160
H -20.3179 -9.1047 7.4436  0.530
C -22.7825 -3.9420 2.0878  -0.802
C -23.5380 -4.9112 2.7790  -0.183
C -23.9643 -5.8405 1.8637  -0.203
N -23.6747 -5.3411 0.6119  0.012
C -23.0510 -4.1257 0.7535  -0.512
H -22.2626 -3.1008 2.5169  0.400
H -23.7476 -4.9586 3.8361  0.367
H -24.5363 -6.7174 2.1136  0.256
H -23.9908 -5.8056 -0.2153  0.212
H -22.8203 -3.5544 -0.1308  0.419
C -18.7295 -11.4399 5.6487  -0.084
C -18.5319 -12.6496 6.3794  -1.177
C -18.8239 -13.7062 5.5523  -0.257
N -19.0846 -13.1894 4.3061  0.333
C -19.0702 -11.8322 4.3586  -0.872
H -18.5764 -10.4253 5.9713  0.637
H -18.1073 -12.7827 7.3622  0.445
H -18.7940 -14.7824 5.6091  0.449
H -19.2413 -13.7303 3.4651  0.160
H -19.2960 -11.2025 3.5156  0.363
C -22.8292 -14.7014 3.4502  0.621
C -22.4731 -15.7223 4.3513  -0.672
C -23.5409 -16.5917 4.4657  -0.822
N -24.4481 -16.1888 3.5196  0.064
C -24.0271 -15.0674 2.8808  -1.352
H -22.2661 -13.7968 3.2841  0.764
H -21.5513 -15.7910 4.9081  0.437
H -23.7445 -17.5297 4.9498  0.456
H -25.3066 -16.6310 3.2510  0.208
H -24.5074 -14.6322 2.0217  0.428
C -29.0479 -6.3559 0.8241  -0.656
C -29.7577 -7.2169 1.6841  -0.295
C -29.1714 -8.4518 1.6827  -0.505
N -28.0972 -8.3612 0.8096  -0.013
C -28.0002 -7.0889 0.3219  -0.487
H -29.3452 -5.3347 0.6583  0.411
H -30.6674 -7.0094 2.2273  0.439
H -29.3973 -9.3915 2.1541  0.447
H -27.3929 -9.0684 0.7319  0.276
H -27.0529 -6.8718 -0.1497  0.409
C -23.7571 -9.0729 6.9579  -0.600
C -24.5822 -9.3737 5.8297  -0.508
C -24.5764 -8.2465 5.0535  -0.803
N -24.0482 -7.2134 5.7714  0.434
C -23.6179 -7.7065 6.9935  -1.324
H -23.5728 -9.7680 7.7639  0.604
H -25.0255 -10.3311 5.6109  1.338
H -24.9562 -8.2116 4.0422  -0.019
H -23.9501 -6.3071 5.3586  0.294
H -23.1611 -7.0126 7.6778  0.347
C -20.5561 -13.4142 0.9188  -0.094
C -19.3377 -14.1027 0.9846  -0.651
C -18.2755 -13.2266 0.8857  -0.633
N -18.8621 -11.9777 0.8316  0.060
C -20.2006 -12.0794 1.0434  -0.834
H -21.5478 -13.8310 0.9379  0.569
H -19.3137 -15.1701 1.1620  0.447
H -17.2428 -13.5077 0.8044  0.372
H -18.3203 -11.1362 0.7548  0.237
H -20.8003 -11.1940 1.1879  0.560
N -21.8164 -12.7218 7.6315  -0.339
C -23.1357 -12.6034 7.2907  0.594
N -23.4002 -13.1623 6.0795  0.276
O -23.9799 -12.1688 8.0796  -0.710
H -21.1069 -12.8974 6.9428  0.085
H -21.5412 -12.4124 8.5452  0.243
H -22.6495 -13.4864 5.5077  -0.226
H -24.2691 -12.9578 5.6124  -0.054
N -28.1832 -13.1441 4.9479  -0.375
C -26.9674 -12.7004 5.3998  0.186
N -26.8666 -12.5180 6.7564  -0.218
O -25.9864 -12.5384 4.6486  -0.565
H -28.9777 -13.1207 5.5535  0.185
H -28.2332 -13.5174 4.0197  0.223
H -25.9405 -12.2817 7.1021  0.077
H -27.6041 -12.5349 7.4291  0.208
N -28.7272 -9.3932 5.1750  0.032
C -29.9724 -9.0381 5.6252  0.614
N -30.1468 -7.7189 5.9852  -0.410
O -30.9228 -9.8370 5.6243  -0.698
H -27.9735 -8.7405 5.2554  0.025
H -28.5373 -10.3646 5.0279  0.031
H -29.2941 -7.2132 6.1101  0.189
H -31.0575 -7.5366 6.3648  0.238
C -25.5250 -10.1620 3.3159  -0.120
C -24.3267 -11.0990 3.2210  0.605
C -23.1188 -10.7435 4.0843  3.016
C -22.5312 -9.4524 3.7225  -0.606
N -22.1463 -8.3930 3.4988  -0.605
H -26.2122 -10.5552 2.5671  0.633
H -25.2867 -9.1244 3.0628  -0.278
H -25.9037 -10.1351 4.3366  -0.559
H -24.0191 -11.2371 2.1804  0.530
H -24.6138 -12.0905 3.5845  -0.348
H -22.3102 -11.4644 3.9387  0.008
H -23.3981 -10.6445 5.1366  -1.755



4.
The following is a quantum chemistry calculation of a 14-piece molecular cluster, C6H39NO14 overall at a distorted geometry, from the Open Molecules 2025 dataset.

Values from the calculation:
Molecular weight = 349.37 g/mol
Kohn-Sham gap = 10.03 eV
Lowest unoccupied orbital energy = -0.094 eV
HOMO energy = -10.1 eV
2S+1 = 1
Energy above the lowest of the compared OMol25 structures with the same formula, charge and spin = 5.926 eV

Each line ends with the Mulliken charge.
Atoms and positions in Å:
O 0.9976 -0.4256 0.3978  -0.455
C 0.0585 -0.8224 -0.2430  0.423
N -1.1624 -0.2017 -0.1847  0.127
C -1.2363 0.9826 0.9873  -0.714
C -0.7895 2.3717 0.4850  1.561
C 0.7617 2.4088 0.2640  -0.846
C -1.2385 3.4935 1.5235  -1.644
C 0.2438 -2.0865 -1.1522  -0.888
H -1.9833 -0.0704 -0.7337  0.259
H -2.3326 1.1172 0.8452  0.365
H -0.7905 0.6207 1.8665  -0.179
H -1.4529 2.4696 -0.3450  0.069
H 1.0417 3.1974 -0.4576  0.666
H 1.0117 1.4488 -0.2796  -0.841
H 1.3241 2.4660 1.1472  0.529
H -0.4872 4.0827 1.9783  0.372
H -2.0305 3.1529 2.1919  0.428
H -1.6896 4.3689 0.9162  0.344
H -0.0498 -3.0644 -0.5923  0.224
H 1.2285 -2.2050 -1.6047  0.255
H -0.5487 -2.0339 -2.0301  0.104
H 3.2112 0.9703 2.1440  0.308
H 2.2079 0.4677 1.0501  0.593
O 3.0501 0.8583 1.1827  -0.728
H -1.6188 -3.1028 1.6330  0.317
H -2.9827 -3.2873 1.1278  0.315
O -2.2887 -3.7464 1.6312  -0.634
H 0.9018 0.3517 -3.5778  0.374
H 0.5937 -0.6766 -4.4433  0.316
O 0.0678 -0.0525 -4.0441  -0.560
H 3.0641 -2.4965 2.1979  0.359
H 1.9616 -3.2949 2.9803  0.292
O 2.4955 -2.4766 2.9495  -0.614
H -1.8212 0.0774 -3.9547  0.319
H -3.0845 0.7524 -3.9749  0.336
O -2.6387 0.0848 -3.4416  -0.606
H 1.8780 2.0322 -1.9902  0.180
H 2.1279 2.2126 -3.3639  0.254
O 2.1392 1.4976 -2.7631  -0.517
H -3.7431 -2.6264 -1.4089  0.286
H -2.7257 -1.6827 -2.1221  0.252
O -2.9447 -2.6527 -1.8669  -0.587
H 2.9644 -1.2465 -2.7931  0.346
H 2.8383 -0.0205 -3.4965  0.335
O 2.6098 -0.9221 -3.6434  -0.707
H -0.7772 -2.0634 3.6463  0.275
H -0.8547 -3.3302 2.8661  0.254
O -0.4777 -3.0257 3.6276  -0.574
H -1.4543 1.4243 4.0336  0.303
H -2.5261 0.3910 4.1505  0.302
O -2.4405 1.3242 3.9600  -0.637
H 1.1264 0.0504 4.1410  0.290
H 0.8159 -0.6239 2.9448  0.085
O 0.3945 -0.0896 3.6336  -0.551
H 3.7669 -0.7903 0.7077  0.364
H 3.1735 -1.5871 -0.1666  0.267
O 3.6282 -1.7319 0.5912  -0.759
H -1.4354 2.0670 -2.6512  0.198
H -1.0793 2.8239 -3.7075  0.347
O -0.9996 2.8697 -2.7691  -0.551



5.
The following is a quantum chemistry calculation of C28H22N4OPdS2Si as an isolated structure, from the Open Molecules 2025 dataset.

Values from the calculation:
Molecular weight = 629.15 g/mol
Kohn-Sham gap = 6.05 eV
Lowest unoccupied orbital energy = 4.337 eV
HOMO energy = -1.7 eV
2S+1 = 1
Total charge = -2
Energy above the lowest of the compared OMol25 structures with the same formula, charge and spin = 0.000 eV

Each line ends with the Mulliken charge.
Atoms and positions in Å:
Pd 0.9248 -0.9879 -0.9254  0.176
C -0.1828 3.2861 -2.0180  -0.908
Si 0.2199 1.5687 -2.6931  0.117
C 2.0898 1.4421 -2.7567  -1.127
C -0.2730 1.5267 -4.5286  -1.244
N -0.5081 0.3354 -1.7459  0.698
C -1.8327 0.3268 -1.4320  -0.035
C -2.8104 1.0152 -2.1881  -0.180
C -4.1639 0.9984 -1.8874  -0.999
C -4.6391 0.2827 -0.8020  -0.595
C -3.7152 -0.4036 -0.0173  -0.539
C -2.3688 -0.3855 -0.3167  0.509
O -1.4563 -0.9798 0.5275  -0.126
C -1.7429 -2.1337 1.1875  0.037
C -1.2784 -2.2423 2.4917  -0.556
C -1.4551 -3.4297 3.1856  -0.559
C -2.0943 -4.5063 2.5864  -0.411
C -2.5427 -4.3900 1.2759  -0.796
C -2.3679 -3.2115 0.5689  0.414
H 0.3399 4.0607 -2.5876  0.340
H 0.1571 3.3361 -0.9799  0.095
H -1.2519 3.5071 -2.0347  0.364
H 2.4697 2.3116 -3.3061  0.342
H 2.4127 0.5381 -3.2777  0.260
H 2.5364 1.4320 -1.7626  0.271
H 0.3984 2.1723 -5.1045  0.322
H -1.2968 1.8440 -4.7349  0.394
H -0.1585 0.5058 -4.9032  0.325
H -2.4840 1.5621 -3.0624  0.122
H -4.8511 1.5442 -2.5256  0.360
H -5.6933 0.2585 -0.5563  0.347
H -4.0427 -0.9549 0.8564  0.425
H -0.7529 -1.3988 2.9205  0.378
H -1.0756 -3.5170 4.1966  0.372
H -2.2187 -5.4376 3.1249  0.373
H -3.0079 -5.2368 0.7859  0.333
H -2.6767 -3.1229 -0.4634  0.478
S 0.1759 -2.7994 -2.2948  -0.526
C 1.1496 -4.0943 -1.6740  0.540
C 0.9084 -5.3996 -2.2160  -0.128
N 0.7204 -6.4461 -2.6625  -0.594
C 2.1085 -3.9200 -0.7247  0.681
S 2.5214 -2.3582 -0.0661  -0.459
C 2.8632 -5.0338 -0.2372  -0.109
N 3.4888 -5.9109 0.1743  -0.585
N 3.8387 5.9197 5.6909  -0.595
C 3.5019 5.1252 4.9272  0.073
C 3.0833 4.1385 3.9768  0.555
C 3.9275 3.0748 3.6463  -0.613
C 3.5249 2.1277 2.7292  -0.485
C 2.2655 2.2054 2.1058  0.144
C 1.4281 3.2820 2.4538  -0.329
C 1.8276 4.2309 3.3704  -0.651
C 1.8563 1.2374 1.1586  0.238
C 1.5015 0.3989 0.3457  -0.650
H 4.8995 3.0009 4.1173  0.404
H 4.1734 1.3012 2.4724  0.473
H 0.4571 3.3499 1.9818  0.438
H 1.1718 5.0534 3.6265  0.403



6.
The following is a quantum chemistry calculation of C33H30GaO4 as an isolated structure at a distorted geometry, from the Open Molecules 2025 dataset.

Values from the calculation:
Molecular weight = 560.32 g/mol
Kohn-Sham gap = 4.65 eV
Lowest unoccupied orbital energy = 0.492 eV
HOMO energy = -4.2 eV
2S+1 = 1
Total charge = -1

Each line ends with the Mulliken charge.
Atoms and positions in Å:
C 2.9515 -2.1086 2.0103  -1.057
C 2.1304 -1.3732 0.9364  0.214
C 0.6662 -1.0441 1.3295  -1.221
C -0.3984 -2.0526 0.8348  0.420
C -0.1449 -3.5254 1.3110  -1.468
Ga -2.2254 -1.4356 1.6188  0.160
H 3.3101 -1.4113 2.7728  0.314
H 2.4160 -2.9132 2.5129  0.286
H 3.8602 -2.5569 1.5858  0.212
H 2.1743 -1.8754 -0.0336  -0.190
H 2.6350 -0.4087 0.7748  0.385
H 0.4247 -0.0923 0.8406  0.260
H 0.5552 -0.8412 2.4000  0.356
H -0.3878 -2.0429 -0.2634  0.407
H 0.5812 -3.6186 2.1187  0.249
H 0.1049 -4.1445 0.4403  0.185
H -1.0892 -3.9238 1.6969  0.498
H -2.1308 0.0955 2.0977  -0.343
H -3.3658 -1.7157 0.5190  -0.324
H -2.4904 -2.3849 2.9031  -0.256
C 10.4766 -0.8140 -0.8677  -0.452
C 10.5949 -0.0530 -2.0270  -0.457
C 9.5160 0.0753 -2.8876  -0.546
C 8.3159 -0.5666 -2.5979  0.195
C 8.2046 -1.3474 -1.4469  0.156
C 9.2854 -1.4606 -0.5778  -0.551
C 6.9463 -2.0774 -1.1442  0.540
O 6.8521 -2.7539 -0.1398  -0.664
C 5.8166 -1.9683 -2.0993  0.251
C 4.6490 -2.6867 -1.8618  -0.527
C 3.5808 -2.5826 -2.7391  -0.497
C 3.6707 -1.7541 -3.8534  -0.566
C 4.8334 -1.0401 -4.0989  -0.587
C 5.9132 -1.1511 -3.2281  0.253
C 7.1621 -0.4066 -3.5194  0.575
O 7.2462 0.3168 -4.4940  -0.676
H 11.3172 -0.9062 -0.1922  0.393
H 11.5294 0.4420 -2.2576  0.390
H 9.6061 0.6709 -3.7855  0.464
H 9.1949 -2.0556 0.3204  0.474
H 4.5724 -3.3274 -0.9941  0.455
H 2.6749 -3.1443 -2.5525  0.489
H 2.8326 -1.6678 -4.5323  0.401
H 4.9034 -0.3995 -4.9669  0.467
C -8.4811 6.5230 1.0410  -0.442
C -7.2954 6.6124 1.7644  -0.448
C -6.5524 5.4717 2.0258  -0.535
C -6.9974 4.2334 1.5737  0.194
C -8.1968 4.1410 0.8679  0.144
C -8.9318 5.2910 0.5941  -0.562
C -8.7111 2.8218 0.4176  0.598
O -9.7573 2.7474 -0.2020  -0.690
C -7.9291 1.6069 0.7465  0.279
C -8.4233 0.3592 0.3808  -0.568
C -7.6962 -0.7851 0.6715  -0.485
C -6.4680 -0.6915 1.3194  -0.405
C -5.9706 0.5493 1.6898  -0.648
C -6.7035 1.7014 1.4143  0.268
C -6.1809 3.0209 1.8464  0.494
O -5.1143 3.1178 2.4167  -0.641
H -9.0560 7.4157 0.8301  0.388
H -6.9500 7.5737 2.1227  0.390
H -5.6283 5.5413 2.5830  0.476
H -9.8554 5.2204 0.0363  0.459
H -9.3753 0.2826 -0.1263  0.449
H -8.0857 -1.7550 0.3903  0.389
H -5.8968 -1.5843 1.5370  0.386
H -5.0156 0.6167 2.1959  0.443